C6H9N | ωB97M-V/def2-TZVPD

Its energy above the lowest of the compared OMol25 structures with the same formula, charge and spin is 421.0 kJ/mol. The HOMO energy is -9.75 eV. The max |F| comes out at 4.182 eV Å⁻¹.

Each line ends with the Löwdin charge.
Cartesian coordinates (Å):
C 0.3956 0.8753 1.0156  -0.14
C 0.4953 -0.2589 1.2920  -0.14
C -0.1776 -2.4451 -1.7105  -0.03
C -0.0511 2.2395 0.7636  -0.13
C 0.8336 -1.6525 1.4194  -0.14
C -0.8577 0.0447 -1.9375  -0.06
N -0.4901 -1.3607 -1.8322  -0.13
H -0.8058 2.4055 -0.0184  0.07
H 0.8739 2.9326 0.6117  0.10
H -0.4372 2.7714 1.6827  0.09
H -0.0105 -2.1594 1.9492  0.08
H 1.7674 -1.8686 2.2051  0.13
H 1.2252 -2.2174 0.4964  0.06
H -1.9698 0.0443 -2.1833  0.11
H -0.1751 0.2754 -2.8113  0.11
H -0.6160 0.3739 -0.9425  0.02